Record 1
Entry from the OMol25 dataset: a cluster of 7 separate species, C24H40O21 in total at a distorted geometry (the ωB97M-V functional and the def2-TZVPD basis).

The HOMO-LUMO gap is 10.20 eV. The calculated total energy is -68530.380 eV. The maximum force is 7.1 eV/A. The LUMO energy is -0.015 eV. As for the spin multiplicity: 1. The relative energy (zero: lowest compared OMol25 entry of this formula, charge and spin) comes out at 98.2 kcal/mol. For the HOMO energy, the calculation gives -10.2 eV.

Each line ends with the Löwdin charge.
Geometry (Å):
1 O 0.32788 3.95594 -1.20529  0.067
2 O -0.36619 -0.69554 -0.67273  0.075
3 O -1.52382 3.24576 -2.26776  0.108
4 O -7.56843 2.09318 -0.01949  0.031
5 O -3.01787 -4.58663 -4.25496  0.154
6 O -2.17066 -3.31190 -2.68611  0.028
7 O 1.67128 -1.68280 6.04263  0.100
8 O 5.24067 -2.75614 -2.40257  0.116
9 O 1.55893 -0.78959 0.53996  0.108
10 O 7.91131 2.39549 1.01205  0.039
11 O -5.80438 2.73828 -0.92898  0.015
12 O 3.41502 -1.22918 4.79261  0.098
13 O 6.91694 4.36843 0.55353  0.018
14 O 3.12545 -3.22367 -1.44096  0.020
15 O 3.65500 -1.27182 7.06920  0.090
16 O -5.64918 1.18406 0.73434  0.082
17 O -1.30559 5.40096 -1.29427  0.039
18 O -0.25390 0.42507 1.12805  0.055
19 O 5.83404 2.35848 1.09962  0.052
20 O -3.61795 -4.69841 -2.13316  0.039
21 O 3.29685 -1.94487 -3.28248  0.079
22 C 2.96490 -1.33487 6.02289  -0.534
23 C 9.18689 2.99686 1.29692  -0.006
24 C 1.98342 -2.21257 -3.08802  -0.174
25 C -0.49535 5.93107 -0.31879  -0.158
26 C -6.28970 1.97278 0.02027  -0.621
27 C -8.41113 1.11835 0.55147  -0.034
28 C -1.64969 -2.38490 -3.59230  -0.057
29 C -4.66109 -5.69231 -2.45801  -0.141
30 C -0.05789 -1.18886 4.48519  -0.015
31 C 1.88505 -3.34913 -2.08812  -0.133
32 C 1.30666 -1.94026 4.75061  -0.337
33 C -1.47119 0.87485 0.53026  -0.100
34 C 0.71892 5.03567 -0.32223  -0.073
35 C 4.01237 -2.58317 -2.36072  -0.449
36 C -2.85766 -4.33285 -3.11292  -0.694
37 C 4.52380 2.96373 0.77334  -0.176
38 C -0.89364 4.11157 -1.65674  -0.505
39 C -4.05621 -7.09733 -2.25560  -0.066
40 C -4.46192 2.75542 -1.23452  -0.063
41 C 0.41544 -0.38234 0.30561  -0.582
42 C 6.88985 3.09198 0.80054  -0.607
43 C 3.39794 2.16123 1.49602  -0.043
44 C -1.68615 -0.14570 -0.54295  -0.085
45 C 2.33445 -1.37032 3.82619  -0.055
46 H 4.45735 4.03164 0.98133  0.112
47 H -3.95580 2.98140 -0.29596  0.100
48 H -1.24779 -1.44364 -3.21734  0.079
49 H 1.11143 -3.01256 4.73842  0.159
50 H -2.41737 -1.98361 -4.25391  0.107
51 H -0.76221 -2.65789 -4.16322  0.085
52 H -0.29526 6.85702 -0.85794  0.140
53 H 1.62450 5.50362 -0.70833  0.138
54 H -0.99385 -1.54898 4.91228  0.078
55 H -8.56204 0.26098 -0.10446  0.101
56 H 1.63859 -1.25296 -2.70289  0.134
57 H 2.50399 2.78485 1.48764  0.059
58 H 0.01021 -0.10448 4.57227  0.086
59 H -5.07350 -5.48224 -3.44486  0.126
60 H -8.01345 0.64548 1.44944  0.092
61 H -4.86924 -7.80718 -2.40788  0.074
62 H -2.14037 0.32849 -1.41297  0.128
63 H -2.27462 -0.98388 -0.16977  0.145
64 H 9.92055 2.24550 1.58900  0.098
65 H -3.84100 -7.29742 -1.20595  0.076
66 H 1.86826 -4.36679 -2.47822  0.134
67 H -2.24928 0.92349 1.29203  0.143
68 H -3.22040 -7.35786 -2.90494  0.081
69 H 4.35629 2.82383 -0.29459  0.119
70 H -4.23007 1.75052 -1.58740  0.095
71 H 1.15456 -3.24347 -1.28605  0.128
72 H -1.33802 1.84339 0.04828  0.112
73 H 1.98946 -0.42240 3.41323  0.120
74 H 3.76753 1.97672 2.50471  0.082
75 H 0.89878 4.55324 0.63850  0.122
76 H -4.16889 3.41211 -2.05366  0.097
77 H -0.94279 6.06219 0.66646  0.139
78 H 2.50948 -2.03110 2.97717  0.141
79 H 3.31421 1.27775 0.86314  0.067
80 H 1.54519 -2.51578 -4.03887  0.128
81 H 9.11758 3.75663 2.07540  0.098
82 H -5.27116 -5.59506 -1.55998  0.121
83 H -0.39932 -1.12690 3.45190  0.058
84 H -9.32837 1.63800 0.82848  0.100
85 H 9.50304 3.60294 0.44791  0.095



Record 2
Entry from the OMol25 dataset: a cluster of 2 separate species, C3H8N3 in total at a distorted geometry (the ωB97M-V functional and the def2-TZVPD basis).

The HOMO-LUMO gap is 9.16 eV. The calculated total energy is -7701.775 eV. The maximum force is 6.3 eV/A. As for the total charge: +1. The LUMO energy is -3.798 eV. As for the spin multiplicity: 1. The relative energy (zero: lowest compared OMol25 entry of this formula, charge and spin) comes out at 80.8 kcal/mol. For the HOMO energy, the calculation gives -13.0 eV.

Each line ends with the Löwdin charge.
Geometry (Å):
1 N -1.60733 -0.07595 0.28597  0.066
2 N 1.87764 0.37421 0.42108  0.086
3 N -0.02853 0.81314 -0.97294  0.122
4 C 0.71092 -0.14803 -0.01324  -0.377
5 C -0.45334 -0.67554 0.81734  -0.149
6 C -1.33525 0.73220 -0.68509  -0.072
7 H 0.44080 1.55089 -1.62789  0.222
8 H -2.18126 1.16899 -1.12328  0.154
9 H 0.98412 -1.50193 -0.99243  0.194
10 H -0.43772 -1.77116 0.68337  0.130
11 H -0.35152 -0.32651 1.88931  0.162
12 H 2.32086 -0.30782 1.02171  0.117
13 H 2.54561 0.76017 -0.25422  0.128
14 H -2.48499 -0.59265 0.55029  0.216



Record 3
Entry from the OMol25 dataset: a structure of composition C7H25BeN12O9 at a distorted geometry (the ωB97M-V functional and the def2-TZVPD basis).

The HOMO-LUMO gap is 1.56 eV. The calculated total energy is -44361.247 eV. The maximum force is 9.5 eV/A. As for the total charge: +1. The LUMO energy is -9.696 eV. As for the spin multiplicity: 1. The relative energy (zero: lowest compared OMol25 entry of this formula, charge and spin) comes out at 344.8 kcal/mol. For the HOMO energy, the calculation gives -11.3 eV.

Each line ends with the Löwdin charge.
Geometry (Å):
1 O 28.67350 23.85699 -19.98096  0.232
2 O 34.51924 17.62133 -21.93533  0.020
3 O 30.08684 22.56167 -21.00453  0.240
4 O 28.44201 23.97715 -13.32310  0.048
5 O 28.64035 29.46555 -18.65895  0.034
6 O 28.13334 22.67616 -21.77943  0.260
7 O 21.40511 25.97967 -20.53138  0.048
8 O 25.96813 18.09219 -26.88771  0.045
9 O 28.74325 16.63674 -21.30230  0.054
10 N 23.90133 17.88694 -27.62811  0.161
11 N 27.10954 16.20160 -19.82612  0.169
12 N 28.87047 17.08317 -19.14132  0.156
13 N 26.58042 30.19145 -18.43217  0.182
14 N 30.52871 23.26476 -13.61398  0.146
15 N 35.64201 18.22896 -20.12910  0.171
16 N 23.07006 25.55269 -21.88674  0.158
17 N 36.27462 16.52613 -21.16310  0.180
18 N 23.24437 24.82215 -19.88621  0.152
19 N 30.14011 25.40320 -13.08508  0.151
20 N 24.27651 19.21100 -25.94158  0.165
21 N 27.07841 28.45110 -17.35120  0.148
22 C 22.51441 25.54314 -20.73261  -0.795
23 C 27.49062 29.38713 -18.22395  -0.791
24 C 24.79787 18.37250 -26.81290  -0.787
25 C 28.27210 16.61635 -20.18729  -0.812
26 C 28.95443 23.01946 -20.92900  -0.805
27 C 35.39574 17.40435 -21.08411  -0.815
28 C 29.61829 24.20652 -13.35094  -0.771
29 Be 30.66352 19.65731 -25.18533  0.715
30 H 29.72223 17.57452 -19.37195  0.120
31 H 28.47953 17.21559 -18.21951  0.117
32 H 36.09611 15.79193 -21.83331  0.138
33 H 36.43171 17.93063 -19.57461  0.114
34 H 24.81533 19.50548 -25.13968  0.122
35 H 22.86029 24.52429 -19.00085  0.122
36 H 23.34675 19.48048 -26.22968  0.108
37 H 26.55032 15.77067 -20.54839  0.129
38 H 31.09798 25.71449 -13.00980  0.105
39 H 30.10109 22.45017 -14.03073  0.109
40 H 22.83517 26.16552 -22.65444  0.132
41 H 26.79990 16.24238 -18.86562  0.120
42 H 29.53272 26.15183 -12.78383  0.112
43 H 26.66706 30.98886 -19.04596  0.142
44 H 27.48801 27.53847 -17.49056  0.108
45 H 36.72051 16.16372 -20.33249  0.130
46 H 35.31795 19.18312 -20.06081  0.129
47 H 23.07263 18.45442 -27.73449  0.105
48 H 24.20541 17.54084 -28.52692  0.125
49 H 26.09856 28.47961 -17.10793  0.097
50 H 29.43196 23.58297 -19.46015  0.140
51 H 23.95290 25.06230 -21.87107  0.098
52 H 24.06258 24.45546 -20.35114  0.091
53 H 31.47558 23.55347 -13.81444  0.101
54 H 25.65009 30.03116 -18.07317  0.126



Record 4
Entry from the OMol25 dataset: an isolated molecule of C4H4OS at a distorted geometry (the ωB97M-V functional and the def2-TZVPD basis).

The HOMO-LUMO gap is 9.32 eV. The calculated total energy is -17090.366 eV. The maximum force is 6.5 eV/A. The LUMO energy is -0.292 eV. As for the spin multiplicity: 1. The relative energy (zero: lowest compared OMol25 entry of this formula, charge and spin) comes out at 110.2 kcal/mol. For the HOMO energy, the calculation gives -9.6 eV.

Each line ends with the Löwdin charge.
Geometry (Å):
1 S 1.00710 0.20642 -0.42824  0.927
2 O -1.39527 -0.72963 0.04944  0.029
3 C -0.54398 0.04050 0.35462  -0.821
4 C -0.28341 1.42079 2.64720  0.078
5 C -0.43703 0.90748 1.50959  -0.178
6 C 0.42316 -0.83565 -1.71339  -0.448
7 H 0.99804 -0.21399 -2.71331  0.115
8 H 0.55321 1.57884 3.67021  0.167
9 H -0.78763 -0.46981 -1.70831  0.109
10 H 0.46580 -1.90494 -1.66780  0.021



Record 5
Entry from the OMol25 dataset: a cluster of 3 separate species, C6H19NO4 in total at a distorted geometry (the ωB97M-V functional and the def2-TZVPD basis).

The HOMO-LUMO gap (alpha / beta) is 1.73 / 8.84 eV. The calculated total energy is -16207.278 eV. The maximum force is 2.7 eV/A. As for the total charge: -1. The LUMO energy (alpha / beta) is 2.524 / 2.516 eV. The expectation value of S² is 0.750. As for the spin multiplicity: 2. The relative energy (zero: lowest compared OMol25 entry of this formula, charge and spin) comes out at 28.4 kcal/mol. For the HOMO energy (alpha / beta), the calculation gives 0.8 / -6.3 eV.

Each line ends with the Löwdin spin population.
Geometry (Å):
1 O -6.58426 5.82796 10.93142  0.015
2 O -7.55706 5.83840 13.72657  0.073
3 O -9.20392 4.83386 6.23676  0.001
4 O -5.84063 7.20195 15.52369  0.322
5 N -8.10094 6.57062 8.25444  0.001
6 C -7.59115 6.75264 10.57974  0.022
7 C -7.96180 6.78752 6.87648  0.002
8 C -7.35256 7.39689 9.17497  0.015
9 C -5.37559 6.25725 11.58809  0.143
10 C -9.09158 6.21871 5.97851  0.001
11 C -10.04577 4.17388 5.32988  0.000
12 H -7.69846 8.43025 9.19978  0.004
13 H -6.04353 8.12129 15.35083  0.116
14 H -6.90133 6.24907 14.29014  0.025
15 H -7.57929 7.48630 11.38578  0.019
16 H -4.72095 6.78134 10.89177  0.023
17 H -11.08214 4.18148 5.66750  0.000
18 H -8.62208 6.40172 10.62590  0.003
19 H -10.07185 6.60475 6.25806  0.000
20 H -5.53689 6.83869 12.49584  0.050
21 H -8.16923 5.59297 8.49867  0.000
22 H -10.00278 4.47450 4.28304  0.000
23 H -7.13247 5.77517 12.87102  0.006
24 H -9.74990 3.12873 5.23916  0.000
25 H -4.88419 7.16438 15.53009  0.127
26 H -6.29571 7.50128 8.92945  0.004
27 H -9.01832 6.45644 4.91728  0.000
28 H -4.73041 5.40041 11.78216  0.027
29 H -6.96122 6.58516 6.49441  0.001
30 H -8.05677 7.86763 6.76491  0.001